1.
A single C27H27N3O3 molecule. Source: OMol25; level of theory: ωB97M-V with the def2-TZVPD basis set.

Atoms and positions in Å:
1 C 7.36 0.29 -0.79
2 O 6.19 -0.22 -1.38
3 C 5.01 -0.08 -0.72
4 C 4.86 0.52 0.53
5 C 3.60 0.60 1.10
6 C 2.49 0.10 0.45
7 N 1.20 0.24 1.03
8 C 0.70 1.52 1.19
9 O 1.38 2.50 0.91
10 C -0.69 1.59 1.67
11 C -1.32 2.94 1.75
12 C -1.53 3.58 0.37
13 C -2.53 2.76 -0.44
14 O -3.72 2.96 -0.29
15 N -2.07 1.81 -1.28
16 C -0.70 1.53 -1.65
17 C -3.03 0.98 -2.00
18 C -2.92 -0.47 -1.63
19 C -2.19 -1.32 -2.46
20 C -2.03 -2.66 -2.17
21 C -2.62 -3.18 -1.03
22 C -3.35 -2.35 -0.20
23 C -3.50 -0.99 -0.47
24 C -4.25 -0.14 0.50
25 N -1.38 0.56 2.01
26 C -0.82 -0.69 1.91
27 C -1.57 -1.79 2.34
28 C -1.04 -3.06 2.25
29 C 0.23 -3.24 1.72
30 C 0.99 -2.17 1.31
31 C 0.47 -0.88 1.40
32 C 2.63 -0.48 -0.81
33 C 3.88 -0.58 -1.38
34 H 8.16 0.08 -1.49
35 H 7.29 1.37 -0.63
36 H 7.58 -0.21 0.16
37 H 5.70 0.92 1.06
38 H 3.49 1.07 2.07
39 H -2.27 2.85 2.26
40 H -0.65 3.59 2.33
41 H -0.58 3.73 -0.13
42 H -1.99 4.56 0.53
43 H -0.59 1.65 -2.73
44 H 0.00 2.20 -1.16
45 H -0.45 0.50 -1.39
46 H -2.85 1.10 -3.07
47 H -4.02 1.38 -1.76
48 H -1.75 -0.91 -3.36
49 H -1.45 -3.29 -2.83
50 H -2.51 -4.23 -0.79
51 H -3.82 -2.77 0.68
52 H -4.89 -0.75 1.13
53 H -3.54 0.38 1.14
54 H -4.85 0.62 0.01
55 H -2.55 -1.61 2.75
56 H -1.62 -3.91 2.58
57 H 0.64 -4.24 1.65
58 H 1.99 -2.33 0.92
59 H 1.77 -0.86 -1.32
60 H 4.01 -1.04 -2.35

SMILES: COc1ccc(-n2c(=O)c(CCC(=O)N(C)Cc3ccccc3C)nc3ccccc32)cc1
Gap between HOMO and LUMO in eV: 8.35
Charge: 0
Relative energy (zero: lowest compared OMol25 entry of this formula, charge and spin) in eV: 1.5260


2.
2 unconnected molecules or ions with the total composition C9H16Si2 at a distorted geometry. Source: OMol25; level of theory: ωB97M-V with the def2-TZVPD basis set.

Atoms and positions in Å:
1 C -0.63 -2.99 -2.49
2 C 0.77 -2.92 -2.27
3 C -1.46 -1.95 -2.09
4 C 1.20 -1.79 -1.58
5 C -1.00 -0.83 -1.47
6 C 0.39 -0.76 -1.11
7 C 0.88 -1.88 2.37
8 C 0.71 3.27 2.16
9 C -1.90 2.46 0.46
10 Si 1.00 0.69 -0.06
11 Si 0.03 2.79 0.38
12 H -1.15 -3.88 -2.95
13 H 1.54 -3.66 -2.54
14 H -2.42 -2.17 -2.29
15 H 2.24 -1.77 -1.07
16 H -1.69 -0.15 -1.09
17 H 1.38 -1.28 3.17
18 H -0.18 -1.90 2.42
19 H 1.35 -2.60 1.69
20 H 0.20 2.76 3.09
21 H 1.74 2.93 2.12
22 H 0.72 4.30 2.43
23 H -2.01 1.81 -0.40
24 H -2.19 1.65 1.17
25 H -2.41 3.42 0.63
26 H 2.44 0.73 -0.03
27 H 0.45 3.70 -0.67

Gap between HOMO and LUMO (alpha / beta) in eV: 8.07 / 6.87
Charge: 0
Relative energy (zero: lowest compared OMol25 entry of this formula, charge and spin) in eV: 3.5801


3.
A molecular structure, C21H26F3IN2O2S at a distorted geometry. Source: OMol25; level of theory: ωB97M-V with the def2-TZVPD basis set.

Atoms and positions in Å:
1 C 2.27 -1.98 3.55
2 C 2.90 -2.12 2.24
3 C 4.57 -3.61 3.16
4 C 2.27 -1.62 1.04
5 C 2.51 -2.35 -0.17
6 I 2.91 -4.42 -0.19
7 C 2.39 -1.75 -1.42
8 C 1.87 -0.46 -1.52
9 C 1.35 0.16 -0.39
10 C 1.40 -0.45 0.87
11 O 4.07 -2.74 2.11
12 S 0.13 0.33 1.95
13 C 1.07 1.80 2.50
14 F 2.19 1.49 3.21
15 F 1.44 2.58 1.44
16 F 0.25 2.53 3.30
17 H 1.47 -2.74 3.66
18 H 2.98 -2.08 4.38
19 H 1.79 -0.99 3.61
20 H 3.80 -4.33 3.46
21 H 5.42 -4.12 2.70
22 H 4.91 -3.01 4.01
23 H 2.70 -2.29 -2.31
24 H 1.82 0.04 -2.48
25 H 0.85 1.13 -0.47
26 H 0.08 -1.88 2.02
27 C -3.62 -5.45 2.87
28 C -2.63 -4.78 3.80
29 N -2.32 -3.38 3.46
30 C -3.35 -2.37 3.77
31 C -4.17 -2.72 5.00
32 C -1.36 -3.20 2.51
33 C -1.01 -1.79 2.07
34 N -1.61 -1.61 0.73
35 C -1.10 -2.35 -0.30
36 C -1.45 -2.05 -1.60
37 C -2.41 -1.06 -1.85
38 C -2.94 -0.36 -0.78
39 C -2.50 -0.61 0.51
40 O -0.74 -4.15 2.03
41 H -3.80 -6.47 3.21
42 H -4.58 -4.92 2.86
43 H -3.22 -5.49 1.86
44 H -3.01 -4.76 4.83
45 H -1.68 -5.33 3.77
46 H -2.86 -1.40 3.94
47 H -4.02 -2.23 2.90
48 H -4.77 -1.84 5.26
49 H -4.86 -3.55 4.82
50 H -3.52 -2.94 5.86
51 H -1.40 -1.11 2.83
52 H -0.41 -3.14 -0.02
53 H -0.97 -2.62 -2.39
54 H -2.72 -0.85 -2.87
55 H -3.69 0.42 -0.90
56 H -2.82 -0.06 1.39

Gap between HOMO and LUMO in eV: 3.45
Charge: 0
Relative energy (zero: lowest compared OMol25 entry of this formula, charge and spin) in eV: 5.6335


4.
2 unconnected molecules or ions with the total composition C17H34IN3O4S at a distorted geometry. Source: OMol25; level of theory: ωB97M-V with the def2-TZVPD basis set.

Atoms and positions in Å:
1 C -2.18 3.01 -5.96
2 C -0.99 1.99 -6.46
3 C -0.68 0.76 -5.37
4 N 0.45 1.26 -4.50
5 C 0.06 1.50 -3.07
6 C 0.41 0.31 -2.01
7 I 0.53 -1.71 -2.94
8 C -0.90 0.21 -0.98
9 O -0.81 -1.06 -0.25
10 C -1.96 -1.29 0.63
11 C -3.02 -2.40 0.04
12 C 1.84 0.52 -1.23
13 C 1.74 1.28 0.22
14 C 1.78 0.28 1.53
15 C 1.82 1.30 2.86
16 N 1.08 0.62 4.01
17 C 2.84 1.46 -2.17
18 O 2.49 2.89 -2.13
19 S 0.87 3.17 -2.60
20 O 0.94 3.97 -3.95
21 O 0.01 3.91 -1.54
22 H -1.76 4.11 -5.80
23 H -2.72 2.69 -4.97
24 H -2.98 3.11 -6.83
25 H -1.12 1.59 -7.56
26 H 0.01 2.65 -6.49
27 H -1.70 0.60 -4.79
28 H -0.44 -0.20 -5.99
29 H 1.34 0.72 -4.62
30 H -1.10 1.70 -3.01
31 H -1.88 0.12 -1.66
32 H -1.04 1.17 -0.32
33 H -2.43 -0.25 0.89
34 H -1.53 -1.75 1.65
35 H -2.92 -2.48 -1.13
36 H -4.12 -2.14 0.37
37 H -2.78 -3.47 0.50
38 H 2.42 -0.51 -1.11
39 H 2.72 1.95 0.30
40 H 0.84 2.07 0.29
41 H 0.82 -0.37 1.67
42 H 2.77 -0.38 1.51
43 H 2.91 1.58 3.18
44 H 1.17 2.25 2.57
45 H 1.70 0.54 4.85
46 H 0.27 1.21 4.33
47 H 3.91 1.38 -1.63
48 H 3.00 1.03 -3.25
49 C 1.07 -2.71 6.03
50 C -0.24 -2.97 6.76
51 C -0.92 -4.27 6.33
52 C -1.25 -4.20 4.84
53 N -1.52 -4.15 3.61
54 H 0.91 -2.59 4.95
55 H 1.54 -1.79 6.39
56 H 1.78 -3.53 6.18
57 H -0.91 -2.12 6.59
58 H -0.04 -3.01 7.84
59 H -1.85 -4.41 6.89
60 H -0.27 -5.13 6.52

SMILES: CCCN[C@H]1[C@](I)(COCC)[C@H](CCCN)COS1(=O)=O.CCCC#N
Gap between HOMO and LUMO in eV: 9.04
Charge: 0


5.
2 unconnected molecules or ions with the total composition C2H8N2 at a distorted geometry. Source: OMol25; level of theory: ωB97M-V with the def2-TZVPD basis set.

Atoms and positions in Å:
1 C -1.57 1.34 0.06
2 C -0.89 0.18 0.33
3 N 0.15 -0.05 1.18
4 H -1.04 2.26 0.33
5 H -2.62 1.49 0.28
6 H -1.30 -0.69 -0.17
7 H 0.27 0.76 1.77
8 H 0.19 -0.90 1.72
9 N 1.78 -1.20 -1.34
10 H 2.23 -0.74 -2.12
11 H 1.71 -0.54 -0.58
12 H 1.09 -1.90 -1.45

SMILES: C=CN.N
Gap between HOMO and LUMO in eV: 8.95
Charge: 0
Relative energy (zero: lowest compared OMol25 entry of this formula, charge and spin) in eV: 1.7375


6.
2 unconnected molecules or ions with the total composition H3N2O3P at a distorted geometry. Source: OMol25; level of theory: ωB97M-V with the def2-TZVPD basis set.

Atoms and positions in Å:
1 N -1.41 1.07 0.03
2 P -0.97 -0.53 -0.19
3 O -0.87 -1.23 1.09
4 O -1.05 -1.09 -1.50
5 H -0.90 1.80 -0.47
6 H -1.45 1.36 0.95
7 N 1.92 -0.27 0.00
8 O 3.03 0.20 -0.07
9 H 1.68 -1.31 0.16

SMILES: NP(=O)=O.N=O
Gap between HOMO and LUMO in eV: 8.93
Charge: 0
Relative energy (zero: lowest compared OMol25 entry of this formula, charge and spin) in eV: 0.6577


no.,total energy (eV)
1,-39051.27687
2,-25343.04681
3,-56357.28774
4,-49767.16076
5,-5182.00036
6,-18458.49123